Molecular formula: CH3OPS
Method: DFT, the ωB97M-V functional and the def2-TZVPD basis

XYZ file:
```
7
CH3OPS (the ωB97M-V functional and the def2-TZVPD basis)
S -0.94 0.38 -2.15
P 1.18 0.79 -0.66
O 0.73 0.89 -2.20
C 0.02 -0.50 -0.08
H 0.54 1.92 0.04
H -0.89 -0.38 0.42
H 0.44 -1.47 -0.05
```

highest occupied orbital energy (spin up / spin down)	-0.328 / -0.328	hartree
SMILES	C=[P@H]1OS1
energy relative to the best compared isomer or geometry (same formula, charge and spin)	3.155	eV
spin multiplicity	1
LUMO energy (spin up / spin down)	-1.7 / -1.7	eV

Let us look at the natural (NBO) charges, expressed in e, one per atom: number 1, S, carries 0.3070; number 2, P, carries 0.8796; number 3, O, carries -0.9229; number 4, C, carries -0.5962; number 5, H, carries -0.0834; number 6, H, carries 0.2145; number 7, H, carries 0.2014

=====

Molecular formula: CH3OS
Method: DFT, the ωB97M-V functional and the def2-TZVPD basis

XYZ file:
```
6
CH3OS (the ωB97M-V functional and the def2-TZVPD basis)
S -1.92 1.88 0.37
O 0.67 -2.13 -0.36
C 0.61 -0.95 -0.14
H 1.41 -0.37 0.37
H -0.19 -0.30 -0.51
H -0.58 1.88 0.26
```

highest occupied orbital energy	-0.099	hartree
energy relative to the best compared isomer or geometry (same formula, charge and spin)	0.108	eV
spin multiplicity	1
net charge	-1
LUMO energy	4.0	eV

Let us look at the natural (NBO) charges, expressed in e, one per atom: number 1, S, carries -1.0465; number 2, O, carries -0.5462; number 3, C, carries 0.2894; number 4, H, carries 0.0791; number 5, H, carries 0.1598; number 6, H, carries 0.0645

=====

Molecular formula: CH3P4
Method: DFT, the ωB97M-V functional and the def2-TZVPD basis

XYZ file:
```
8
CH3P4 (the ωB97M-V functional and the def2-TZVPD basis)
P 1.68 -0.38 -0.79
P -3.36 0.36 -0.42
P -0.21 0.29 0.50
P 3.33 0.51 -0.04
C -1.80 0.28 -0.02
H 4.38 -0.36 -0.79
H -3.85 -0.93 -0.39
H -0.16 0.24 1.96
```

highest occupied orbital energy	-0.499	hartree
energy relative to the best compared isomer or geometry (same formula, charge and spin)	1.187	eV
spin multiplicity	1
net charge	+1
LUMO energy	-6.0	eV

Let us look at the natural (NBO) charges, expressed in e, one per atom: number 1, P, carries 0.1580; number 2, P, carries 0.7710; number 3, P, carries 0.5640; number 4, P, carries 0.1559; number 5, C, carries -0.8485; number 6, H, carries 0.0799; number 7, H, carries 0.0195; number 8, H, carries 0.1001

=====

Molecular formula: CH4AlN2O
Method: DFT, the ωB97M-V functional and the def2-TZVPD basis

XYZ file:
```
9
CH4AlN2O (the ωB97M-V functional and the def2-TZVPD basis)
Al 3.70 0.30 -1.33
O 1.00 0.59 -0.29
N -0.47 0.26 1.21
N -0.79 -0.46 -0.79
C -0.04 0.15 0.06
H -1.62 -0.96 -0.51
H -1.40 -0.07 1.43
H -0.41 -0.55 -1.72
H 0.04 0.74 1.93
```

highest occupied orbital energy	-0.917	hartree
energy relative to the best compared isomer or geometry (same formula, charge and spin)	2.111	eV
spin multiplicity	1
net charge	+3
LUMO energy	-21.5	eV

Let us look at the natural (NBO) charges, expressed in e, one per atom: number 1, Al, carries 1.4252; number 2, O, carries -0.3541; number 3, N, carries -0.3047; number 4, N, carries -0.3496; number 5, C, carries 0.6399; number 6, H, carries 0.4823; number 7, H, carries 0.4817; number 8, H, carries 0.4790; number 9, H, carries 0.5003

=====

Molecular formula: CH4BNO2
Method: DFT, the ωB97M-V functional and the def2-TZVPD basis

XYZ file:
```
9
CH4BNO2 (the ωB97M-V functional and the def2-TZVPD basis)
O 0.89 1.09 -0.16
O 2.20 -0.61 -0.05
N 1.14 -0.09 0.12
C -0.37 -0.83 -0.02
B -0.74 0.84 0.01
H -0.42 -1.37 0.88
H -1.07 1.27 -1.01
H -1.21 1.08 1.13
H -0.43 -1.38 -0.89
```

highest occupied orbital energy	-0.398	hartree
energy relative to the best compared isomer or geometry (same formula, charge and spin)	2.691	eV
spin multiplicity	1
LUMO energy	-1.0	eV

Let us look at the natural (NBO) charges, expressed in e, one per atom: number 1, O, carries -0.3080; number 2, O, carries -0.2672; number 3, N, carries 0.5385; number 4, C, carries -0.4177; number 5, B, carries 0.1388; number 6, H, carries 0.2081; number 7, H, carries -0.0575; number 8, H, carries -0.0492; number 9, H, carries 0.2142

=====

Molecular formula: CH4BNO2
Method: DFT, the ωB97M-V functional and the def2-TZVPD basis

XYZ file:
```
9
CH4BNO2 (the ωB97M-V functional and the def2-TZVPD basis)
O -0.88 -1.09 0.98
O -1.02 -1.38 -1.13
N -0.50 -0.95 -0.16
C 0.66 -0.15 -0.38
B -0.02 1.04 0.44
H -0.87 1.72 0.09
H 0.78 -0.13 -1.48
H 1.58 -0.26 0.14
H 0.27 1.21 1.51
```

highest occupied orbital energy	-0.422	hartree
SMILES	BC[N+](=O)[O-]
energy relative to the best compared isomer or geometry (same formula, charge and spin)	2.783	eV
spin multiplicity	1
LUMO energy	-0.1	eV

Let us look at the natural (NBO) charges, expressed in e, one per atom: number 1, O, carries -0.3839; number 2, O, carries -0.3448; number 3, N, carries 0.5420; number 4, C, carries -0.6138; number 5, B, carries 0.4494; number 6, H, carries -0.0770; number 7, H, carries 0.2492; number 8, H, carries 0.2584; number 9, H, carries -0.0795

=====

Molecular formula: CH4BNO4
Method: DFT, the ωB97M-V functional and the def2-TZVPD basis

XYZ file:
```
11
CH4BNO4 (the ωB97M-V functional and the def2-TZVPD basis)
O -2.63 -0.39 0.09
O -1.58 1.66 0.20
O -0.35 -0.38 -0.15
O 1.44 1.46 -0.19
N 2.06 -0.70 0.58
C 1.45 0.38 0.17
B -1.46 0.30 0.03
H 1.29 -1.45 0.68
H -3.51 0.14 0.08
H -0.81 2.21 0.02
H 3.07 -0.77 0.86
```

highest occupied orbital energy	-0.370	hartree
energy relative to the best compared isomer or geometry (same formula, charge and spin)	1.884	eV
spin multiplicity	1
LUMO energy	0.1	eV

Let us look at the natural (NBO) charges, expressed in e, one per atom: number 1, O, carries -0.9188; number 2, O, carries -0.9301; number 3, O, carries -0.9649; number 4, O, carries -0.4629; number 5, N, carries -0.8611; number 6, C, carries 0.9960; number 7, B, carries 1.2123; number 8, H, carries 0.4942; number 9, H, carries 0.4952; number 10, H, carries 0.4891; number 11, H, carries 0.4509

=====

Molecular formula: CH4BNO4
Method: DFT, the ωB97M-V functional and the def2-TZVPD basis

XYZ file:
```
11
CH4BNO4 (the ωB97M-V functional and the def2-TZVPD basis)
O 1.17 -1.46 -1.68
O 0.73 0.71 -0.78
O 0.27 -1.04 0.71
O -1.88 0.36 -0.49
N -0.07 1.57 0.22
C -1.30 1.00 0.35
B 0.79 -0.65 -0.58
H 0.43 -1.90 1.09
H 1.60 -1.32 -2.49
H 0.48 1.67 1.09
H -1.78 1.21 1.34
```

highest occupied orbital energy	-0.375	hartree
SMILES	O=CNOB(O)O
energy relative to the best compared isomer or geometry (same formula, charge and spin)	3.003	eV
spin multiplicity	1
LUMO energy	0.4	eV

Let us look at the natural (NBO) charges, expressed in e, one per atom: number 1, O, carries -0.9346; number 2, O, carries -0.5925; number 3, O, carries -0.9429; number 4, O, carries -0.5526; number 5, N, carries -0.3229; number 6, C, carries 0.5139; number 7, B, carries 1.2962; number 8, H, carries 0.5060; number 9, H, carries 0.5247; number 10, H, carries 0.3867; number 11, H, carries 0.1182

=====

Molecular formula: CH4BrN2
Method: DFT, the ωB97M-V functional and the def2-TZVPD basis

XYZ file:
```
8
CH4BrN2 (the ωB97M-V functional and the def2-TZVPD basis)
Br -3.37 -0.03 -0.10
N -1.58 -0.34 -0.13
N 0.67 0.16 -0.02
C -0.59 0.50 -0.07
H 1.41 0.86 -0.01
H -0.84 1.56 -0.08
H -1.16 -1.91 -0.02
H 0.95 -0.82 -0.02
```

highest occupied orbital energy	-0.546	hartree
energy relative to the best compared isomer or geometry (same formula, charge and spin)	3.820	eV
spin multiplicity	1
net charge	+1
LUMO energy	-6.3	eV

Let us look at the natural (NBO) charges, expressed in e, one per atom: number 1, Br, carries 0.4274; number 2, N, carries -0.6403; number 3, N, carries -0.7081; number 4, C, carries 0.3386; number 5, H, carries 0.4479; number 6, H, carries 0.2475; number 7, H, carries 0.4636; number 8, H, carries 0.4236

=====

Molecular formula: CH4BrN4
Method: DFT, the ωB97M-V functional and the def2-TZVPD basis

XYZ file:
```
10
CH4BrN4 (the ωB97M-V functional and the def2-TZVPD basis)
Br 2.97 -0.03 0.20
N 0.36 -1.20 0.03
N -1.57 0.10 0.61
N 2.08 1.36 0.00
N 1.55 -1.57 -0.13
C -0.54 -0.65 0.57
H -2.12 0.19 1.46
H -1.73 0.54 -0.32
H 1.99 1.89 -0.94
H 1.73 -2.56 -0.17
```

highest occupied orbital energy	-0.508	hartree
energy relative to the best compared isomer or geometry (same formula, charge and spin)	4.419	eV
spin multiplicity	1
net charge	+1
LUMO energy	-5.5	eV

Let us look at the natural (NBO) charges, expressed in e, one per atom: number 1, Br, carries 0.9794; number 2, N, carries -0.0971; number 3, N, carries -0.7538; number 4, N, carries -0.8815; number 5, N, carries -0.5242; number 6, C, carries 0.5577; number 7, H, carries 0.4591; number 8, H, carries 0.4464; number 9, H, carries 0.3960; number 10, H, carries 0.4180

=====

Molecular formula: CH4BrP
Method: DFT, the ωB97M-V functional and the def2-TZVPD basis

XYZ file:
```
7
CH4BrP (the ωB97M-V functional and the def2-TZVPD basis)
Br 1.62 -0.23 0.06
P 2.20 1.49 1.41
C -0.43 -0.75 0.00
H -0.53 -1.83 -0.14
H -0.80 -0.23 -0.93
H -0.83 -0.23 0.90
H 1.26 2.29 0.52
```

highest occupied orbital energy	-0.267	hartree
energy relative to the best compared isomer or geometry (same formula, charge and spin)	3.259	eV
spin multiplicity	1
LUMO energy	-0.2	eV

Let us look at the natural (NBO) charges, expressed in e, one per atom: number 1, Br, carries 0.1995; number 2, P, carries -0.2269; number 3, C, carries -0.6085; number 4, H, carries 0.2256; number 5, H, carries 0.2201; number 6, H, carries 0.2367; number 7, H, carries -0.0465

=====

Molecular formula: CH4Cl2N2
Method: DFT, the ωB97M-V functional and the def2-TZVPD basis

XYZ file:
```
9
CH4Cl2N2 (the ωB97M-V functional and the def2-TZVPD basis)
Cl 0.72 -1.45 -1.75
Cl -2.17 -0.20 -0.62
N -1.04 0.46 0.55
N 1.21 -0.70 -0.26
C 0.26 0.70 0.07
H -1.05 -0.22 1.29
H 1.11 -1.26 0.65
H 0.22 1.38 -0.70
H 0.74 1.29 0.76
```

highest occupied orbital energy	-0.329	hartree
SMILES	ClNCNCl
energy relative to the best compared isomer or geometry (same formula, charge and spin)	1.232	eV
spin multiplicity	1
LUMO energy	0.5	eV

Let us look at the natural (NBO) charges, expressed in e, one per atom: number 1, Cl, carries 0.0952; number 2, Cl, carries 0.0786; number 3, N, carries -0.5789; number 4, N, carries -0.6734; number 5, C, carries -0.0627; number 6, H, carries 0.3693; number 7, H, carries 0.3624; number 8, H, carries 0.2039; number 9, H, carries 0.2057

=====

no.,F_max (eV/Å)
1,3.58
2,0.96
3,2.35
4,7.10
5,5.51
6,3.21
7,4.27
8,4.23
9,5.61
10,2.71
11,1.98
12,4.81